Computed, not measured: a 10-piece molecular cluster, C20H60O17 overall in a non-equilibrium geometry, with ωB97M-V/def2-TZVPD.

Values from the calculation:
- Orbital gap: 10.275 eV
- Energy relative to the best compared isomer or geometry (same formula, charge and spin): 5.3 kcal per mole
- Structure (SMILES): OCCO.OCCO.OCCO.OCCO.OCCO.OCCO.OCCO.CCO.CCO.CCO
- HOMO energy: -9.83 eV
- Total energy: -2076.95424 hartree

Each line ends with the Mulliken charge.
Geometry (Å):
C: 9.599 15.007 14.430  -0.644
C: 9.324 13.543 14.423  0.346
O: 8.973 13.081 15.742  -0.657
O: 10.843 15.103 15.141  -0.521
H: 8.798 15.459 14.969  0.372
H: 9.671 15.378 13.405  0.365
H: 10.199 12.937 14.056  -0.095
H: 8.406 13.327 13.792  0.232
H: 9.662 13.399 16.368  0.334
H: 11.142 16.011 15.210  0.278
C: 12.224 6.058 10.543  -0.238
C: 13.265 6.911 9.873  -0.034
O: 12.761 7.551 8.711  -0.622
O: 12.705 5.444 11.727  -0.528
H: 11.790 5.320 9.847  0.345
H: 11.356 6.651 10.876  -0.073
H: 14.022 6.200 9.555  0.443
H: 13.731 7.581 10.620  -0.002
H: 12.438 8.419 8.887  0.421
H: 13.562 5.035 11.562  0.321
C: 12.539 8.318 13.482  0.058
C: 13.275 8.137 14.825  -1.037
O: 12.374 8.377 15.878  -0.462
O: 12.305 9.735 13.331  0.224
H: 11.604 7.741 13.518  0.200
H: 13.155 7.863 12.757  0.099
H: 14.065 8.903 14.961  0.251
H: 13.866 7.235 14.846  0.544
H: 12.559 7.792 16.612  0.273
H: 11.777 10.098 14.046  -0.084
C: 8.438 9.539 13.231  -0.215
C: 8.796 9.763 14.669  -0.760
O: 9.886 10.749 14.769  -0.461
O: 9.532 8.861 12.594  -0.323
H: 8.206 10.482 12.671  0.096
H: 7.714 8.721 13.226  0.390
H: 9.158 8.877 15.142  0.276
H: 7.898 10.116 15.177  0.530
H: 9.538 11.388 15.418  0.298
H: 10.350 9.396 12.701  0.108
C: 10.739 11.820 10.544  0.198
C: 11.359 10.954 9.474  -0.547
O: 11.695 9.624 9.936  0.726
O: 11.689 12.016 11.653  -0.192
H: 9.781 11.392 10.881  -0.402
H: 10.543 12.841 10.081  0.421
H: 12.171 11.476 8.996  -0.343
H: 10.560 10.793 8.759  0.321
H: 12.424 9.724 10.513  -0.465
H: 11.821 11.144 12.074  0.008
C: 15.005 10.363 9.588  -0.354
C: 16.493 10.638 9.855  -0.580
O: 16.763 11.769 10.658  -0.521
O: 14.267 10.224 10.793  0.036
H: 14.925 9.400 9.006  0.298
H: 14.541 11.125 8.951  0.185
H: 16.912 10.832 8.840  0.330
H: 16.906 9.732 10.294  0.299
H: 16.021 12.081 11.185  0.367
H: 14.507 10.846 11.489  0.095
C: 8.601 8.199 8.699  0.101
C: 7.949 9.269 7.905  -0.585
O: 8.032 10.521 8.571  -0.417
O: 7.976 8.318 10.017  -0.625
H: 9.680 8.361 8.822  -0.136
H: 8.377 7.218 8.242  0.341
H: 6.898 8.962 7.803  0.315
H: 8.398 9.315 6.911  0.396
H: 8.081 10.263 9.499  0.218
H: 8.594 8.106 10.713  0.285
C: 14.138 13.108 14.582  -0.730
C: 14.413 13.786 13.285  -0.400
O: 14.364 12.892 12.164  -0.339
H: 14.290 13.826 15.402  0.410
H: 14.837 12.264 14.677  0.266
H: 13.092 12.741 14.634  -0.026
H: 15.397 14.210 13.227  0.355
H: 13.735 14.643 13.132  0.272
H: 13.450 12.772 11.865  0.225
C: 6.300 13.446 8.040  -1.087
C: 7.665 14.008 7.537  -0.212
O: 8.741 13.276 8.138  -0.265
H: 5.487 14.167 7.917  0.364
H: 6.310 13.187 9.119  0.248
H: 6.014 12.496 7.596  0.277
H: 7.920 15.029 7.844  0.290
H: 7.698 13.895 6.454  0.256
H: 8.543 12.324 8.025  0.250
C: 12.259 14.816 7.301  -0.691
C: 11.231 14.998 6.240  0.343
O: 11.504 16.206 5.514  -0.553
H: 12.263 15.678 8.016  0.299
H: 13.239 14.859 6.781  0.351
H: 12.136 13.896 7.841  -0.074
H: 10.246 15.081 6.666  -0.128
H: 11.275 14.084 5.572  0.179
H: 10.722 16.493 5.051  0.302